# 1
This record from the Open Molecules 2025 dataset describes a 2-piece molecular cluster, C2H7N2S3 overall at a distorted geometry. The level of theory is wB97M-V/def2-TZVPD.

HOMO (alpha / beta): -12.55 / -12.55 eV
energy: -1384.0186 Eh
charge: +1
lowest unoccupied orbital energy (alpha / beta): -6.75 / -6.75 eV
frontier orbital gap (alpha / beta): 5.806 / 5.806 eV
energy relative to the best compared isomer or geometry (same formula, charge and spin): 105.7 kcal per mole

Atoms and positions in Å:
C: -0.840 1.196 0.493
C: 1.025 -1.457 -1.725
N: -0.306 1.588 1.612
N: -0.032 -0.553 -2.068
S: -2.419 0.740 0.500
S: -1.018 1.535 3.305
S: -1.513 -0.725 -1.798
H: 1.932 -0.865 -1.702
H: 1.185 -2.134 -2.549
H: 1.073 -2.222 -0.950
H: 0.646 1.993 1.677
H: -2.619 0.861 1.759
H: -0.817 0.250 3.554
H: -2.122 0.317 -2.261



# 2
This record from the Open Molecules 2025 dataset describes a single C2H7N3 molecule at a distorted geometry. The level of theory is wB97M-V/def2-TZVPD.

HOMO: -9.34 eV
energy: -244.6099 Eh
charge: 0
lowest unoccupied orbital energy: 0.82 eV
structure (SMILES): [H]/N=C(\N)CN
frontier orbital gap: 10.169 eV
energy relative to the best compared isomer or geometry (same formula, charge and spin): 41.1 kcal per mole

Atoms and positions in Å:
C: 0.083 0.909 0.342
C: 0.113 -0.558 -0.272
H: -0.894 -0.007 2.152
H: -1.831 1.167 1.116
H: -0.383 1.578 -0.480
H: 1.139 1.219 0.649
H: 1.234 -1.394 -1.904
H: 0.981 0.442 -1.830
H: -0.092 -2.356 -0.143
N: -0.791 1.064 1.494
N: 0.647 -0.551 -1.625
N: -0.207 -1.513 0.502



# 3
This record from the Open Molecules 2025 dataset describes C2H7N3 as an isolated structure at a distorted geometry. The level of theory is wB97M-V/def2-TZVPD.

HOMO: -8.69 eV
energy: -244.5430 Eh
charge: 0
lowest unoccupied orbital energy: 0.72 eV
frontier orbital gap: 9.411 eV
energy relative to the best compared isomer or geometry (same formula, charge and spin): 83.0 kcal per mole

Atoms and positions in Å:
C: -1.801 0.035 -0.019
C: 0.719 0.239 0.057
H: -2.609 0.222 1.139
H: -2.489 -0.795 -0.900
H: -1.302 1.193 -0.568
H: -0.361 -1.436 0.048
H: 2.745 -0.245 -0.133
H: 1.552 -1.576 -0.024
H: 1.600 1.882 0.101
N: -0.453 -0.443 0.208
N: 1.819 -0.623 0.046
N: 0.581 1.547 0.046



# 4
This record from the Open Molecules 2025 dataset describes a 2-piece molecular cluster, C2H7N3O overall at a distorted geometry. The level of theory is wB97M-V/def2-TZVPD.

HOMO: -8.54 eV
energy: -319.7658 Eh
charge: 0
lowest unoccupied orbital energy: 1.03 eV
structure (SMILES): C=NC.NN=O
frontier orbital gap: 9.571 eV
energy relative to the best compared isomer or geometry (same formula, charge and spin): 115.4 kcal per mole

Atoms and positions in Å:
C: 1.259 0.478 -0.916
C: -1.036 1.281 -0.588
N: -0.100 0.550 -0.179
H: 2.051 0.642 -0.187
H: 1.388 -0.518 -1.335
H: 1.300 1.237 -1.700
H: -0.953 1.890 -1.490
H: -2.016 1.202 -0.141
N: -0.088 -1.268 1.712
N: -1.040 -1.769 0.943
O: -0.849 -2.055 -0.248
H: 0.317 -0.364 1.416
H: -0.232 -1.306 2.712



# 5
This record from the Open Molecules 2025 dataset describes a 2-piece molecular cluster, C2H7N3O overall at a distorted geometry. The level of theory is wB97M-V/def2-TZVPD.

HOMO (alpha / beta): -7.67 / -7.67 eV
energy: -319.7416 Eh
charge: 0
lowest unoccupied orbital energy (alpha / beta): 0.42 / 0.42 eV
frontier orbital gap (alpha / beta): 8.088 / 8.092 eV
energy relative to the best compared isomer or geometry (same formula, charge and spin): 130.6 kcal per mole

Atoms and positions in Å:
C: -0.417 0.023 -0.882
C: 0.948 0.601 -1.238
N: 0.381 -1.581 1.341
N: -0.518 0.478 1.867
N: -0.278 -0.667 1.078
O: -0.761 -1.271 -1.256
H: 0.754 1.692 -1.225
H: 1.798 0.333 -0.515
H: 1.525 0.347 -2.049
H: -0.701 0.179 2.830
H: -1.294 1.036 1.523
H: -1.342 0.690 -0.784
H: -0.094 -1.860 -0.689



# 6
This record from the Open Molecules 2025 dataset describes C2H7N3O as an isolated structure at a distorted geometry. The level of theory is wB97M-V/def2-TZVPD.

HOMO: -8.47 eV
energy: -319.7406 Eh
charge: 0
lowest unoccupied orbital energy: 0.48 eV
frontier orbital gap: 8.949 eV
energy relative to the best compared isomer or geometry (same formula, charge and spin): 131.3 kcal per mole

Atoms and positions in Å:
C: 1.151 1.069 -0.052
N: 0.926 -1.501 0.378
N: -2.190 -0.409 -0.240
C: -0.357 0.993 -0.179
O: 1.792 -0.100 -0.347
N: -0.880 -0.131 -0.409
H: 1.875 -1.739 0.669
H: 0.748 -1.989 -0.502
H: -2.644 0.092 0.521
H: -2.330 -1.410 -0.207
H: 1.467 1.833 -0.787
H: 1.375 1.442 0.968
H: -0.932 1.849 0.185



# 7
This record from the Open Molecules 2025 dataset describes a single C2H7N3O molecule at a distorted geometry. The level of theory is wB97M-V/def2-TZVPD.

HOMO: -9.16 eV
energy: -319.8269 Eh
charge: 0
lowest unoccupied orbital energy: 0.54 eV
structure (SMILES): [H]/N=C(/CO)NN
frontier orbital gap: 9.698 eV
energy relative to the best compared isomer or geometry (same formula, charge and spin): 77.1 kcal per mole

Atoms and positions in Å:
C: 0.307 0.547 -0.013
C: 0.989 -0.839 0.097
H: -1.866 -1.168 -0.993
H: -2.753 -0.379 0.633
H: -1.463 1.326 -0.420
H: 0.359 2.431 0.090
H: 0.565 -1.630 -0.601
H: 0.756 -1.186 1.184
H: 2.570 0.227 -0.023
N: -1.772 -0.723 0.073
N: -1.066 0.485 -0.010
N: 1.012 1.612 0.042
O: 2.361 -0.701 -0.059



# 8
This record from the Open Molecules 2025 dataset describes a 2-piece molecular cluster, C2H7N3O overall at a distorted geometry. The level of theory is wB97M-V/def2-TZVPD.

HOMO: -9.14 eV
energy: -319.8972 Eh
charge: 0
lowest unoccupied orbital energy: 1.04 eV
structure (SMILES): [H]/N=C/N.NC=O
frontier orbital gap: 10.177 eV
energy relative to the best compared isomer or geometry (same formula, charge and spin): 33.0 kcal per mole

Atoms and positions in Å:
N: -1.261 0.459 -0.967
C: -0.404 -0.200 -1.782
N: 0.357 -1.184 -1.466
H: -1.966 0.990 -1.439
H: -1.089 0.363 0.038
H: -0.384 0.168 -2.821
H: 0.828 -1.445 -2.326
C: 0.125 0.412 2.170
N: 1.210 0.041 1.366
O: -0.839 0.992 1.729
H: 0.196 -0.120 3.140
H: 1.126 -0.538 0.531
H: 2.101 0.062 1.826



# 9
This record from the Open Molecules 2025 dataset describes a single C2H7N3O2S molecule at a distorted geometry. The level of theory is wB97M-V/def2-TZVPD.

HOMO: -8.68 eV
energy: -793.1299 Eh
charge: 0
lowest unoccupied orbital energy: 0.34 eV
structure (SMILES): CO/N=C(\NO)NS
frontier orbital gap: 9.023 eV
energy relative to the best compared isomer or geometry (same formula, charge and spin): 89.8 kcal per mole

Atoms and positions in Å:
C: 2.655 -0.966 0.023
C: -0.547 0.132 -0.309
H: 2.659 -1.171 1.074
H: 3.483 -0.141 -0.016
H: 2.851 -1.803 -0.679
H: 0.533 2.032 -0.366
H: -1.694 2.196 0.986
H: -2.749 0.594 0.040
H: -2.590 -2.110 0.861
N: 0.315 -0.766 -0.083
N: -0.415 1.534 -0.605
N: -1.861 -0.109 -0.022
O: 1.597 -0.165 -0.514
O: -1.634 2.312 -0.042
S: -2.602 -1.569 -0.347



# 10
This record from the Open Molecules 2025 dataset describes a single C2H7N3OS molecule at a distorted geometry. The level of theory is wB97M-V/def2-TZVPD.

HOMO: -9.08 eV
energy: -717.9616 Eh
charge: 0
lowest unoccupied orbital energy: 0.50 eV
structure (SMILES): CS/C(=N\O)NN
frontier orbital gap: 9.580 eV
energy relative to the best compared isomer or geometry (same formula, charge and spin): 71.7 kcal per mole

Atoms and positions in Å:
C: -2.119 -0.743 0.485
C: 0.232 0.384 -0.292
H: -3.251 -0.716 0.327
H: -1.721 -0.611 1.599
H: -1.526 -1.621 -0.027
H: 0.669 -1.329 -1.137
H: 2.613 -1.003 0.757
H: 2.558 0.172 -0.357
H: -0.481 2.601 -0.180
N: 0.864 -0.863 -0.305
N: 2.322 -0.913 -0.212
N: 0.998 1.441 -0.119
O: 0.404 2.718 0.125
S: -1.562 0.482 -0.664



# 11
This record from the Open Molecules 2025 dataset describes a single C2H7N3OS molecule at a distorted geometry. The level of theory is wB97M-V/def2-TZVPD.

HOMO: -8.54 eV
energy: -717.9531 Eh
charge: 0
lowest unoccupied orbital energy: 0.59 eV
structure (SMILES): N/N=C(/CS)NO
frontier orbital gap: 9.132 eV
energy relative to the best compared isomer or geometry (same formula, charge and spin): 77.1 kcal per mole

Atoms and positions in Å:
C: -0.083 0.003 -0.177
C: -0.170 1.446 0.394
H: -0.552 -1.684 -1.798
H: 0.435 -1.166 -3.060
H: -0.200 2.137 -0.455
H: -1.022 1.441 1.034
H: 2.348 1.548 0.548
H: -0.232 -1.739 0.426
H: -1.366 -0.782 2.403
N: 0.391 -1.342 -2.046
N: 0.479 -0.049 -1.314
N: -0.854 -0.845 0.492
O: -0.535 -0.547 1.984
S: 1.359 1.576 1.569



# 12
This record from the Open Molecules 2025 dataset describes a single C2H7N3S molecule at a distorted geometry. The level of theory is wB97M-V/def2-TZVPD.

HOMO: -9.31 eV
energy: -642.7565 Eh
charge: 0
lowest unoccupied orbital energy: 0.53 eV
structure (SMILES): [H]/N=C(/NC)NS
frontier orbital gap: 9.834 eV
energy relative to the best compared isomer or geometry (same formula, charge and spin): 60.3 kcal per mole

Atoms and positions in Å:
C: 0.400 -0.942 2.428
C: 0.499 -0.490 -0.072
H: 0.210 -0.268 3.177
H: 1.509 -1.040 2.220
H: -0.272 -1.867 2.549
H: -0.826 0.347 1.435
H: 1.713 -1.415 -1.065
H: 0.317 -0.131 -2.117
H: -0.031 2.242 -0.607
N: 0.034 -0.049 1.219
N: 1.508 -1.252 -0.109
N: -0.478 -0.339 -1.351
S: -0.966 1.387 -1.128